No. 1
{
  "formula": "C3H4N4O",
  "method": "ωB97M-V/def2-TZVPD",
  "homo_energy_ev": -9.39,
  "energy_ha": -410.83863,
  "relative_energy_kcal_mol": 103.32,
  "lumo_ev": 0.26,
  "spin_multiplicity": 1,
  "orbital_gap_ha": 0.355,
  "symbols": ["C", "C", "C", "H", "H", "H", "H", "N", "N", "N", "N", "O"],
  "coordinates": [[0.46996, -0.61927, 0.31330], [0.53230, 1.45049, 0.16086], [-2.00653, -0.35374, -1.30089], [0.41364, -2.24529, 1.27435], [0.29229, 2.47389, 0.01436], [-2.96721, -0.18516, -1.84643], [-1.57099, -1.33552, -1.42057], [1.25723, -0.16232, 1.28968], [1.25459, 1.19323, 1.18084], [-0.10354, 0.32683, -0.47909], [-1.26581, 0.63273, -1.11049], [0.23257, -1.93826, 0.09652]],
  "lowdin_charge": [-0.48, -0.15, -0.01, 0.29, 0.10, 0.09, 0.08, 0.05, 0.02, -0.02, 0.04, -0.01]
}

No. 2
{
  "formula": "C12H20Cl2GaN2Se",
  "method": "ωB97M-V/def2-TZVPD",
  "homo_energy_ev": -1.34,
  "energy_ha": -5825.41054,
  "relative_energy_kcal_mol": 16.34,
  "charge": -1,
  "lumo_ev": 2.73,
  "spin_multiplicity": 1,
  "orbital_gap_ha": 0.150,
  "symbols": ["Ga", "Cl", "Cl", "C", "H", "H", "C", "C", "H", "C", "H", "C", "H", "H", "C", "H", "H", "C", "H", "H", "H", "H", "C", "N", "C", "C", "N", "C", "C", "Se", "H", "H", "H", "H", "H", "H", "H", "H"],
  "coordinates": [[1.81460, -0.64001, -0.53440], [1.62987, -2.71748, -0.07956], [1.84485, 0.90562, 0.96341], [2.25862, -0.05276, -2.25862], [2.71767, 0.93677, -2.20524], [2.86926, -0.76534, -2.81801], [-0.33881, 0.22184, -1.98674], [0.76721, 0.11003, -2.86350], [-0.27457, 0.29316, -0.88588], [0.48086, -1.00260, -3.91961], [0.82115, 1.05413, -3.46165], [-0.78570, -0.65738, -4.68960], [1.31779, -1.10942, -4.62227], [0.37183, -1.95915, -3.39807], [-1.98955, -0.39249, -3.77534], [-0.56953, 0.24043, -5.27980], [-1.02511, -1.44888, -5.40085], [-1.64049, 0.53791, -2.58915], [-2.77218, 0.08974, -4.36829], [-2.36225, -1.34681, -3.37925], [-1.61611, 1.57375, -2.98769], [-2.44428, 0.50126, -1.83685], [-2.31094, 1.44219, 3.99085], [-0.93677, 0.98988, 4.04526], [0.11123, 1.71455, 4.57656], [1.22891, 0.94417, 4.45018], [0.84657, -0.23670, 3.85370], [1.74757, -1.32110, 3.50926], [-0.48998, -0.20572, 3.52739], [-1.40486, -1.40476, 2.52117], [-2.72947, 1.52615, 5.00601], [-2.89312, 0.71083, 3.41645], [-2.35617, 2.42756, 3.50448], [-0.03656, 2.69421, 4.99382], [2.25249, 1.13728, 4.71975], [2.39789, -1.02199, 2.67357], [2.35267, -1.58599, 4.39143], [1.14540, -2.18286, 3.19706]],
  "lowdin_charge": [-0.19, 0.14, 0.23, -0.24, 0.04, 0.04, -0.29, -0.50, 0.01, -0.21, 0.11, -0.24, 0.09, 0.11, -0.23, 0.10, 0.09, -0.28, 0.08, 0.10, 0.09, 0.10, -0.06, -0.15, -0.07, -0.08, -0.16, -0.09, -0.77, 0.58, 0.09, 0.03, 0.09, 0.11, 0.12, 0.03, 0.09, 0.04]
}

No. 3
{
  "formula": "C10H20Cl2FO9Pd",
  "method": "ωB97M-V/def2-TZVPD",
  "homo_energy_ev": [-12.68, -12.68],
  "energy_ha": -2217.99009,
  "relative_energy_kcal_mol": 19.64,
  "charge": 1,
  "lumo_ev": [-3.39, -6.11],
  "spin_multiplicity": 3,
  "orbital_gap_ha": [0.342, 0.241],
  "symbols": ["Pd", "F", "C", "O", "C", "O", "O", "C", "H", "H", "H", "H", "H", "H", "C", "O", "C", "O", "O", "C", "H", "H", "H", "H", "H", "H", "C", "O", "C", "O", "O", "C", "H", "H", "H", "H", "H", "H", "C", "Cl", "Cl", "H", "H"],
  "coordinates": [[0.92557, -1.17266, 0.92851], [1.62373, 0.27935, -0.49606], [1.50522, -1.55403, -3.12061], [0.59021, -2.59778, -2.97673], [0.09458, -3.07907, -1.76476], [0.29300, -2.55200, -0.68730], [-0.86051, -4.03246, -1.97249], [-1.20796, -4.60777, -3.23285], [1.15982, -0.63570, -2.64577], [1.84502, -1.40621, -4.14568], [2.42362, -1.88392, -2.63502], [-1.85792, -3.89381, -3.73871], [-1.67928, -5.57450, -3.05563], [-0.37238, -4.80278, -3.90508], [2.41458, -0.31884, 5.14545], [1.96553, 0.97248, 4.71259], [1.43443, 1.06793, 3.45563], [1.35825, 0.19371, 2.61287], [1.00942, 2.28245, 3.26147], [0.45893, 2.75791, 2.03130], [2.48377, -0.44200, 6.22626], [3.42029, -0.40638, 4.73435], [1.85957, -1.12625, 4.66780], [-0.52596, 2.31772, 1.87537], [1.08562, 2.38630, 1.22057], [0.41476, 3.84320, 1.94027], [-4.46734, 0.64730, 1.40570], [-3.15884, 0.16439, 1.76652], [-2.09191, 0.31667, 0.91959], [-1.00940, -0.17993, 1.18354], [-2.40701, 1.02959, -0.17252], [-1.45275, 1.35090, -1.15872], [-4.96632, 0.04718, 0.64480], [-4.52710, 1.65067, 0.98407], [-5.06872, 0.56909, 2.31142], [-1.25953, 0.47440, -1.77722], [-0.50633, 1.74002, -0.78326], [-1.99040, 2.08510, -1.75871], [2.18214, 2.64601, -2.30792], [3.04853, 4.06053, -1.79383], [1.59746, 3.04382, -3.90421], [2.90316, 1.82886, -2.33005], [1.31246, 2.51052, -1.66495]],
  "lowdin_charge": [1.23, -0.46, -0.05, -0.03, -0.45, 0.02, 0.01, -0.02, 0.07, 0.11, 0.10, 0.10, 0.10, 0.10, -0.02, 0.03, -0.54, 0.00, 0.05, 0.01, 0.11, 0.10, 0.09, 0.08, 0.09, 0.11, -0.03, 0.02, -0.50, 0.01, 0.00, -0.01, 0.10, 0.10, 0.10, 0.10, 0.07, 0.11, -1.10, 0.53, 0.52, 0.03, -0.02]
}

No. 4
{
  "formula": "C4H4N2",
  "method": "ωB97M-V/def2-TZVPD",
  "homo_energy_ev": -12.08,
  "energy_ha": -264.23836,
  "relative_energy_kcal_mol": 55.26,
  "lumo_ev": -0.01,
  "smiles": "CC(C#N)C#N",
  "spin_multiplicity": 1,
  "orbital_gap_ha": 0.444,
  "symbols": ["C", "C", "C", "N", "C", "N", "H", "H", "H", "H"],
  "coordinates": [[-0.92170, -0.50517, 0.00669], [0.48452, 0.11346, 0.21655], [1.65130, -0.64584, -0.24801], [2.56991, -1.29121, -0.52602], [0.13127, 1.47885, -0.22816], [-0.81287, 2.15158, -0.14408], [-1.52400, 0.38546, 0.49776], [-0.86370, -1.61579, 0.11285], [-1.33910, -0.34003, -0.98147], [0.62437, 0.26869, 1.29388]],
  "lowdin_charge": [-0.07, -0.34, -0.18, 0.16, -0.17, 0.16, 0.11, 0.10, 0.07, 0.15]
}